Entry 1:
Molecular formula: C4H5CuMgO6
Method: DFT, ωB97M-V/def2-TZVPD

```
17
Properties=species:S:1:pos:R:3:lowdin_charge:R:1
O -1.68 -1.89 0.33 -0.075
C -2.81 -1.12 -0.05 -0.202
C -2.80 0.25 0.63 -0.140
O -1.51 0.82 0.83 0.002
C -0.70 1.09 -0.26 -0.714
O -0.90 0.46 -1.33 -0.022
O -0.04 2.20 -0.18 -0.116
H -1.86 -2.54 1.01 0.121
H -3.74 -1.63 0.23 0.129
H -2.75 -1.04 -1.14 0.118
H -3.21 0.17 1.64 0.132
H -3.43 0.94 0.04 0.139
O 2.42 0.53 0.96 -0.186
C 1.49 -0.20 0.39 -0.613
O 1.61 -1.45 0.47 -0.091
Cu 0.08 -1.44 -0.68 0.420
Mg 1.84 1.84 -0.40 1.096
```

HOMO level (alpha / beta) in eV: -6.5 / -6.5
Largest force on an atom in hartree/bohr: 0.0590
Gap between HOMO and LUMO (alpha / beta) in eV: 5.09 / 5.09


Entry 2:
Molecular formula: C4H5CuO
Method: DFT, ωB97M-V/def2-TZVPD

```
11
Properties=species:S:1:pos:R:3:lowdin_charge:R:1
H -0.48 -0.38 -2.73 0.084
C 1.32 -0.40 -1.56 -0.138
C 0.01 -0.14 -1.76 -0.295
H 1.68 -1.13 -2.31 -0.011
C -0.92 0.70 -0.92 -0.207
C -0.46 1.55 0.21 -0.224
O 0.69 1.72 0.60 -0.040
H -1.73 0.08 -0.47 0.125
H -1.51 1.40 -1.55 0.124
H -1.27 2.10 0.73 0.129
Cu 2.48 0.86 -0.08 0.452
```

HOMO level in eV: -7.6
Largest force on an atom in hartree/bohr: 0.0453
Gap between HOMO and LUMO in eV: 7.36


Entry 3:
Molecular formula: C4H5EuO6
Method: DFT, ωB97M-V/def2-TZVPD

```
16
Properties=species:S:1:pos:R:3:lowdin_spin:R:1
H 0.67 -0.18 -0.36 0.001
O -1.01 -2.13 1.47 0.039
C -1.20 -0.92 1.20 0.010
O -0.76 -0.02 1.97 0.029
O -1.40 -0.65 -0.09 0.004
C -1.53 0.70 -0.57 0.001
O 0.90 0.81 -0.89 0.004
C 2.84 -0.35 0.08 0.041
C -0.37 1.08 -1.47 0.001
O 2.07 -1.19 0.50 0.064
O 3.76 0.35 0.22 0.016
Eu 0.99 -2.27 2.92 7.788
H -1.61 1.40 0.27 0.000
H -2.46 0.70 -1.16 0.000
H -0.46 0.52 -2.42 0.000
H -0.42 2.16 -1.66 0.000
```

2S+1: 9
HOMO level (alpha / beta) in eV: -5.4 / -9.6
ΔE to the lowest compared entry with this formula, charge and spin in kcal/mol: 0.00
Largest force on an atom in hartree/bohr: 0.1043
Gap between HOMO and LUMO (alpha / beta) in eV: 4.84 / 9.00


Entry 4:
Molecular formula: C4H5F
Method: DFT, ωB97M-V/def2-TZVPD

```
10
Properties=species:S:1:pos:R:3:lowdin_charge:R:1
C -0.88 -0.60 -0.08 -0.190
C 0.54 -0.77 0.10 -0.135
C -1.29 0.65 0.16 -0.011
C 1.27 0.29 -0.21 -0.167
F 2.60 0.16 0.02 -0.015
H -1.47 -1.50 -0.37 0.111
H 1.00 -1.80 0.44 0.158
H -2.25 1.11 -0.05 0.055
H -0.59 1.24 0.76 0.062
H 1.08 1.21 -0.77 0.133
```

HOMO level in eV: -9.0
ΔE to the lowest compared entry with this formula, charge and spin in kcal/mol: 20.04
Largest force on an atom in hartree/bohr: 0.0516
Gap between HOMO and LUMO in eV: 9.96


Entry 5:
Molecular formula: C4H5F2N
Method: DFT, ωB97M-V/def2-TZVPD

```
12
Properties=species:S:1:pos:R:3:lowdin_charge:R:1
C -0.31 0.53 -1.14 -0.090
C 1.20 -0.94 0.11 0.090
C -0.98 0.09 0.08 -0.083
C 0.20 -0.26 0.94 -0.707
N -0.12 1.28 -2.05 0.216
F -0.16 -0.92 2.09 0.051
F 0.77 0.83 1.48 0.080
H 0.82 -1.94 -0.22 0.077
H 2.18 -0.76 0.59 0.075
H -1.63 0.68 0.70 0.132
H -1.52 -0.73 -0.22 0.106
H -0.43 2.13 -2.34 0.052
```

HOMO level (alpha / beta) in eV: -8.5 / -7.6
ΔE to the lowest compared entry with this formula, charge and spin in kcal/mol: 85.92
Largest force on an atom in hartree/bohr: 0.0638
Gap between HOMO and LUMO (alpha / beta) in eV: 8.70 / 7.52


Entry 6:
Molecular formula: C4H5F2N
Method: DFT, ωB97M-V/def2-TZVPD

```
12
Properties=species:S:1:pos:R:3:lowdin_charge:R:1
C 0.87 -1.28 -0.96 -0.261
C 1.19 0.73 0.62 -0.117
C 0.63 -0.60 0.26 -0.175
C -1.84 0.16 -0.18 -0.176
N 1.14 -1.77 -1.97 0.151
F -2.33 -1.11 -0.38 0.044
F -1.67 0.90 -1.28 0.063
H 2.20 0.75 0.71 0.025
H 0.80 1.05 1.60 0.078
H 0.81 1.55 -0.24 0.149
H 0.16 -1.09 1.08 0.084
H -1.97 0.73 0.74 0.135
```

HOMO level (alpha / beta) in eV: -8.8 / -8.8
ΔE to the lowest compared entry with this formula, charge and spin in kcal/mol: 85.74
Largest force on an atom in hartree/bohr: 0.1010
Gap between HOMO and LUMO (alpha / beta) in eV: 9.16 / 8.07


Which value of largest force on an atom does entry 1 give?
0.0590 hartree/bohr